Here is C47H65N6O2ReS2Se as an isolated structure from the OMol25 dataset. Energies are from the ωB97M-V functional and the def2-TZVPD basis.

Results
HOMO level (alpha / beta): -9.016 / -8.954 eV
M: 1075.4 g mol⁻¹
LUMO energy (alpha / beta): -2.6141 / -2.7138 eV
expectation value of S²: 0.821

```
! wB97M-V def2-TZVPD RIJCOSX def2/J DEFGRID3
* xyz 1 2
Re 0.4622 -0.2288 0.0613
Se -0.5779 1.8172 -2.4790
S 2.0331 0.0185 -2.0533
S -2.5468 -1.5074 0.0036
O -1.5911 -0.6335 -0.8048
O 0.8525 -2.1549 -0.6622
N 4.3712 -1.2623 -1.7063
N -3.3207 2.4123 -3.0460
N 2.3543 0.2295 0.6764
N -2.3160 4.0435 -1.9856
N 3.4720 -0.4204 0.1928
N 0.2450 1.5853 1.0510
C -0.0730 -2.8605 -2.7344
C 0.0472 -1.9936 2.7227
C 0.7817 -3.0374 -1.5176
C -4.9604 2.0308 -6.4316
C 3.4977 -5.3053 -0.2912
C -1.2835 4.8981 -1.4143
C 5.3981 -0.3136 -3.7521
C -0.8910 2.2922 1.1419
C -1.1263 -2.1377 3.7029
C 1.2449 -0.4060 4.2943
C -4.3293 5.5439 -1.6952
C 4.5574 -1.4213 -3.1361
C -0.8829 6.0206 -2.3621
C 0.0306 3.6715 2.8609
C -4.2936 3.3653 -2.7707
C -5.6898 5.5882 -1.9549
C -4.0593 0.8445 0.0832
C -3.6069 -0.3543 0.8994
C 3.8718 1.5322 2.0835
C -5.6555 3.4098 -3.0285
C 0.1263 6.6718 -4.5822
C 2.5254 -2.1871 3.3508
C 1.2093 2.9620 2.7621
C -3.4956 2.2129 -6.0583
C 1.3046 1.9244 1.8350
C -3.7162 -2.1281 -1.2243
C -2.9534 1.1253 -5.1385
C 1.3879 -5.3897 -2.0990
C -0.2310 -0.8372 1.7656
C 2.1916 -6.5050 -1.9248
C -2.1315 2.8091 -2.5209
C 1.3032 -1.5367 3.4743
C -3.5352 1.1391 -3.7282
C 2.5262 1.1695 1.5580
C 3.3537 -0.5976 -1.1143
C 2.6916 -4.1931 -0.4515
C -1.0337 3.3382 2.0266
C 1.6249 -4.2372 -1.3513
C -4.3874 -3.3963 -0.7210
C 3.5644 -0.6419 4.8764
C -6.3410 4.5381 -2.6069
C 2.3579 0.0354 4.9897
C 3.2428 -6.4607 -1.0203
C -0.2779 5.5242 -3.6697
C 3.6433 -1.7487 4.0484
C 0.2393 -3.3469 2.0459
C -3.6480 4.4094 -2.1102
H -3.1664 0.1420 -5.5696
H -4.9164 0.6150 -0.5487
H -5.0718 -3.7786 -1.4768
H -0.0615 4.4750 3.5783
H -3.1023 -2.3016 -2.1070
H 5.0139 -2.3996 -3.3042
H 4.5368 1.7547 1.2476
H 0.5487 6.3070 -5.5176
H -2.8928 2.2214 -6.9685
H 2.6150 -3.0599 2.7211
H 2.0497 3.1970 3.3958
H -7.4037 4.6089 -2.7915
H -5.1371 1.0335 -6.8387
H -4.6127 0.9702 -3.7423
H 4.5798 -2.2805 3.9448
H 4.3315 -5.2722 0.3972
H -1.9695 3.8775 2.0641
H -4.4346 -1.3468 -1.4684
H -3.8264 6.3585 -1.1939
H -3.0677 0.3613 -3.1192
H -0.8481 -0.1103 2.3198
H 3.8739 -7.3295 -0.8904
H 5.1628 -1.4240 -1.1011
H 0.5833 4.8879 -3.4512
H 4.3018 0.6836 2.6155
H -6.2588 6.4549 -1.6485
H -0.4358 -1.8364 -2.7745
H 3.5678 -1.4428 -3.5924
H -4.4367 -0.9585 1.2745
H -6.1715 2.6041 -3.5315
H 4.9185 0.6536 -3.6030
H -0.7306 7.3009 -4.8295
H -2.0286 -2.4352 3.1630
H 3.8375 2.3883 2.7490
H -3.6541 -4.1705 -0.4991
H -0.9978 4.8807 -4.1848
H 0.3138 0.1347 4.4025
H 6.3923 -0.2768 -3.3047
H -1.6706 5.2944 -0.4732
H -0.6769 -3.6324 1.5268
H -1.6781 1.9792 0.4697
H -0.9130 -2.9055 4.4469
H -3.3428 3.1924 -5.5942
H -3.0076 -0.0570 1.7612
H 2.2798 0.9033 5.6315
H -1.3421 -1.2086 4.2279
H 2.8963 -3.2778 0.0883
H -1.8699 1.2063 -5.0524
H -4.9675 -3.2150 0.1840
H -0.1623 6.6533 -1.8354
H 2.0017 -7.4030 -2.4963
H 0.4937 -3.0955 -3.6343
H -4.3555 1.6512 0.7533
H 1.0452 -3.3394 1.3252
H -0.9151 -3.5566 -2.6930
H 0.5727 -5.4234 -2.8088
H -5.2702 2.7532 -7.1860
H -0.4339 4.2505 -1.1945
H 5.5189 -0.4758 -4.8233
H -5.6263 2.1614 -5.5768
H -1.7489 6.6554 -2.5744
H 0.4564 -4.1162 2.7896
H 4.4329 -0.3079 5.4279
H -3.2492 1.1998 -0.5535
H 0.8750 7.3074 -4.1070
*
```